(1)
A structure of composition C56H44BF6N6O5P2S2Ti in a non-equilibrium geometry, computed with the ωB97M-V functional and the def2-TZVPD basis.

Atoms and positions in Å:
Ti 0.1657 0.5313 0.2137
S -0.5580 -1.5720 2.8892
S 3.3018 -0.6859 2.2481
P -1.9773 1.7728 -0.9430
P 0.9783 -1.9299 -0.6572
F 0.7888 7.4490 -0.8729
F 0.4254 1.0087 3.2019
F 0.3636 2.8384 -1.9367
F -0.2393 8.0911 -3.2257
F -0.5843 3.4776 -4.3258
F -1.6377 0.9161 2.3928
O 1.9464 1.1220 -0.2621
O 1.9738 -0.7021 1.5734
O 1.3393 0.2319 -2.1755
O -1.2839 -0.5674 0.0892
O -3.2067 -1.5322 0.6286
N -2.5673 4.4631 -6.4181
N -1.3941 8.4980 -6.0254
N 2.1632 6.2199 1.7362
N 0.1639 2.4715 0.8478
N -0.4757 -2.4928 5.3888
N -0.9631 -0.2668 5.1716
C -2.9658 5.2524 0.9247
C -0.7032 -1.4406 4.5853
C 3.6985 1.0341 4.3249
C -3.1842 0.9865 -5.3116
C 0.2434 -5.9272 1.5496
C -2.8620 4.3743 -1.6993
C -3.7563 1.7561 -3.1131
C 0.2118 4.1617 -2.2443
C 0.9289 4.7507 0.0576
C 0.4402 6.4595 -1.7104
C -3.2502 0.7839 -0.0295
C -0.0855 6.7899 -2.9381
C 4.2123 -4.3369 -1.4398
C -2.4822 1.4156 -2.6621
C 5.1104 -2.1931 -0.8737
C 3.5373 1.0554 2.8144
C -0.6300 -5.5478 0.5479
C -0.4990 -3.8656 5.0466
C -1.5796 0.8217 -3.5361
C -2.6309 3.9398 0.6490
C 1.2233 -5.0419 1.9693
C 2.1121 0.8888 -1.4888
C -0.6627 -6.5959 4.6278
C 0.3122 -6.0865 5.4695
C 1.0664 -2.5671 -3.4077
C -2.5857 3.4810 -0.6679
C 1.5883 5.5964 0.9601
C 3.8250 -1.6935 -0.7252
C -1.1237 -2.3252 -2.4746
C -3.2283 6.1374 -0.1097
C 0.5847 3.5121 0.5068
C 0.2584 -2.3294 -2.3006
C 2.7905 -0.0697 4.8594
C -0.8689 -2.9535 -4.7756
C 2.9334 -3.8386 -1.2937
C -1.2041 6.1427 -5.0707
C 0.5401 -3.4640 0.2767
C 5.3079 -3.5144 -1.2286
C -4.0967 1.5553 -4.4360
C -0.5302 5.8180 -3.8691
C 2.7196 -2.5077 -0.9286
C -3.1735 5.6943 -1.4203
C 0.5553 5.1247 -1.2793
C 0.3913 -4.7214 5.6857
C 0.5068 -2.8949 -4.6299
C -2.5768 -0.5625 0.2685
C -1.9354 0.6029 -4.8567
C -0.2931 4.4794 -3.4790
C 3.0159 -1.2857 3.9797
C 1.3666 -3.8217 1.3410
C -0.4883 -4.3235 -0.0821
C -1.6826 -2.6424 -3.7000
C -1.9140 5.1946 -5.8137
C -1.4549 -4.3718 4.1757
C -1.3018 7.4455 -5.5686
C -1.5354 -5.7382 3.9760
B -0.3708 0.3341 2.2845
H 2.0855 -4.4852 -1.4721
H 0.9996 -6.7523 5.9715
H -3.5036 1.2739 0.9146
H 3.9251 -1.8187 4.2521
H -1.1293 0.5475 4.6052
H -1.7761 -2.0804 -1.6492
H -3.0132 5.5946 1.9482
H 5.9587 -1.5436 -0.7153
H -2.7565 -2.6420 -3.8153
H 2.1547 -3.1472 1.6467
H 6.3073 -3.9046 -1.3421
H -2.2974 -6.1328 3.3207
H -1.1627 -4.0644 -0.8813
H -2.8457 4.0411 -2.7264
H -5.0690 1.8653 -4.7906
H 0.1639 -6.9037 2.0020
H -1.2221 0.1573 -5.5330
H 3.0113 -0.2891 5.9058
H -0.5903 0.5588 -3.1868
H 1.8842 -5.3121 2.7806
H 1.1355 -4.3126 6.3541
H -4.4702 2.2063 -2.4359
H -1.0169 -0.1628 6.1698
H 3.0333 1.3209 -1.9459
H -2.3860 3.2644 1.4587
H -1.4202 -6.2148 0.2384
H -1.3019 -3.2322 -5.7250
H -4.1772 0.6309 -0.5879
H -3.4473 0.8618 -6.3505
H -0.7396 -7.6629 4.4795
H 2.6400 1.5838 2.4880
H -3.4693 7.1696 0.1044
H 2.1408 -2.4952 -3.3227
H 2.1739 -1.9747 3.9595
H -0.3803 -2.3069 6.3808
H 4.4055 1.4709 2.3079
H 4.7361 0.8233 4.5915
H 4.3538 -5.3701 -1.7204
H 3.4190 1.9952 4.7545
H 1.1530 -3.1081 -5.4705
H -3.3698 6.3836 -2.2293
H -2.1333 -3.6985 3.6780
H 1.7557 0.2528 4.7823
H 3.6937 -0.6577 -0.4496

Computed properties:
spin multiplicity	2
total charge	0
<S²>	0.7930
Kohn-Sham gap (spin up / spin down)	7.14 / 5.70	eV
E_HOMO (spin up / spin down)	-0.2762 / -0.2948	hartree
LUMO level (spin up / spin down)	-0.4 / -2.3	eV
E_tot	-158311.4801	eV

***

(2)
The molecule C7H14BN in a non-equilibrium geometry, computed with the ωB97M-V functional and the def2-TZVPD basis.

Atoms and positions in Å:
N -0.1280 1.8842 1.3119
C 0.8081 -2.8128 -3.0053
C -0.2681 -2.1253 -2.0806
C -0.0346 2.8638 0.2461
C 0.1582 -1.3448 -1.0635
C -0.7971 -0.5734 -0.0380
C 0.2407 2.1999 2.6253
C -0.5420 -0.9487 1.4237
B -0.3907 0.5358 0.9896
H -1.8075 -0.5683 -0.1453
H 0.8572 3.2905 0.3298
H -1.3057 -1.3689 1.9387
H -1.2891 -2.4126 -2.3629
H -0.8068 3.7007 0.2306
H -0.5548 2.6010 3.2979
H 1.1501 2.8898 2.6393
H -0.2165 2.3821 -0.7435
H 1.8041 -2.3718 -2.6439
H 0.4858 1.2686 3.1978
H 0.5562 -2.3205 -3.9183
H 0.3711 -1.4585 1.6649
H 1.1952 -1.4609 -0.8963
H 0.5141 -3.8499 -2.9981

Computed properties:
SMILES string	C/C=C/[C@H]1CB1N(C)C
total charge	0
Kohn-Sham gap	9.15	eV
E_HOMO	-0.3095	hartree
LUMO level	0.7	eV
E_tot	-9649.8540	eV

***

(3)
A cluster of 2 separate species, C4H9NO2 in total, computed with the ωB97M-V functional and the def2-TZVPD basis.

Atoms and positions in Å:
O 1.0323 1.5331 0.4185
O -0.0770 -3.2485 -0.2382
N 0.3298 3.2594 -0.6300
C 0.3790 -1.9063 -0.2565
C -0.0005 2.0189 -0.2863
C -0.3678 -1.1426 0.7992
C -1.3933 -0.3421 0.5126
H -1.9322 0.2132 1.2758
H -1.7103 -0.1754 -0.5115
H 0.7621 0.6405 0.6949
H 0.4774 -3.7533 -0.8447
H -0.3072 3.8367 -1.1503
H -0.0633 -1.2930 1.8343
H 1.4640 -1.8620 -0.0620
H 1.2125 3.6553 -0.3219
H 0.1944 -1.4339 -1.2341

Computed properties:
total charge	0
Kohn-Sham gap	9.61	eV
E_HOMO	-0.3178	hartree
LUMO level	1.0	eV
E_tot	-9876.6220	eV

***

(4)
A structure of composition C16H26BBrF4IN4O6W in a non-equilibrium geometry, computed with the ωB97M-V functional and the def2-TZVPD basis.

Atoms and positions in Å:
W -0.4604 0.1116 0.3844
I 1.6343 1.4482 1.5495
Br -7.7911 4.3869 -0.8314
F 0.0795 4.0052 -1.9936
F -0.0567 1.7853 -1.3635
F -1.5705 2.6628 -2.7978
F 0.5531 2.3593 -3.4833
O 1.9901 -1.9094 1.1871
O 0.7224 -0.7454 -0.9958
O 1.4173 -1.9879 -2.7430
O -1.6933 1.6152 0.7348
O -1.0224 -2.1665 2.3280
O -2.3234 0.1032 -0.7331
N -0.8101 -2.2825 -4.0181
N -0.8689 -0.0595 -3.4389
N -1.0630 -2.4386 -0.3291
N -2.7486 -1.2877 -3.0650
C -5.0777 4.0181 0.0093
C -1.3594 -4.3490 -2.6471
C -1.0150 -0.7640 2.0924
C -3.7892 1.9863 -0.3443
C -1.3008 -3.6400 -4.0116
C 0.8280 -1.8427 -1.6470
C -6.0880 2.1128 -1.1103
C 0.1261 -3.0229 -0.9375
C -1.4597 -1.2430 -3.4715
C -2.6024 1.2563 -0.1424
C -4.9170 1.4136 -0.9926
C -3.9151 3.3127 0.1559
C -1.4252 0.0137 3.3359
C -0.4267 -2.6386 3.5173
C -6.1639 3.4159 -0.6253
C -0.0670 -4.2706 -1.8283
B -0.2374 2.7656 -2.4301
H -3.0586 3.7584 0.6394
H 0.5359 -2.1530 3.7031
H -1.3863 0.7411 -3.1050
H -3.2079 -2.1785 -3.0105
H -0.2649 -3.7085 3.3723
H 2.2429 -1.3227 1.9123
H 0.7935 -4.3115 -2.4992
H 0.7778 -3.3141 -0.1021
H -4.8571 0.3958 -1.3502
H -1.5736 -5.4013 -2.8511
H 0.2198 -2.2023 -3.8747
H -0.6177 -4.1925 -4.6587
H -0.6350 0.0041 4.0950
H -0.0331 -5.1509 -1.1824
H -6.9588 1.6613 -1.5673
H -1.8148 -2.2810 -0.9925
H 0.1187 0.0626 -3.6023
H 2.4047 -1.5409 0.3968
H -2.3281 -0.4171 3.7809
H -2.1968 -3.9836 -2.0497
H -1.4101 -2.9806 0.4552
H -1.0747 -2.4954 4.3899
H -2.9700 -0.6060 -2.3300
H -5.1635 5.0295 0.3808
H -1.6264 1.0571 3.0830
H -2.2928 -3.6653 -4.4749

Computed properties:
spin multiplicity	3
total charge	-1
<S²>	2.1456
Kohn-Sham gap (spin up / spin down)	4.55 / 6.49	eV
E_HOMO (spin up / spin down)	-0.0899 / -0.1610	hartree
LUMO level (spin up / spin down)	2.1 / 2.1	eV
E_tot	-126784.6900	eV

***

(5)
The molecule C3H5NO2 in a non-equilibrium geometry, computed with the ωB97M-V functional and the def2-TZVPD basis.

Atoms and positions in Å:
O -0.4450 0.8054 0.1413
O -0.4760 1.6714 2.2502
N 0.9060 -1.0794 -0.1826
C -0.8689 1.6915 1.0389
C 0.5534 -0.1232 0.5385
C 0.2773 -1.3227 -1.4616
H -1.3511 2.5575 1.6384
H -0.1425 -2.3306 -1.4380
H -0.5060 -0.6155 -1.7565
H 1.0108 0.0718 1.5004
H 1.0640 -1.3275 -2.2188

Computed properties:
SMILES string	C/N=C\OC=O
total charge	0
Kohn-Sham gap	10.68	eV
E_HOMO	-0.3564	hartree
LUMO level	1.0	eV
E_tot	-8773.3998	eV

***

(6)
A cluster of 5 separate species, C35H67FN2O12 in total in a non-equilibrium geometry, computed with the ωB97M-V functional and the def2-TZVPD basis.

Atoms and positions in Å:
F -3.7043 -6.9163 1.4164
O 3.3077 3.4953 -0.8977
O -1.3950 -1.3297 1.4319
O -4.6918 5.5965 -1.7834
O 3.2910 3.3886 -3.9457
O 8.9229 -2.7708 2.2420
O -1.1871 1.6904 1.8035
O 5.5469 4.7678 -2.3846
O 6.4747 -1.6767 0.7890
O -4.0769 2.5982 -2.0290
O 6.6559 -1.7190 3.8539
O 1.2448 -0.1546 2.1353
O -6.9370 3.6561 -1.9773
N -4.9385 -3.6371 -0.5591
N -7.5372 -2.4624 1.1807
C 3.4082 4.7702 -3.5794
C -5.9944 -4.4895 0.0857
C 2.3353 0.2261 1.3170
C 6.8288 4.2742 -2.7262
C -7.2550 -3.9187 0.9393
C 4.8330 5.3308 -3.4795
C -1.8337 -0.3604 0.4801
C 6.0036 -2.6813 1.6976
C -8.1316 -6.6648 1.4398
C -8.3073 -5.0404 1.5869
C -6.4622 -1.6115 0.5658
C -4.0770 6.1898 -0.6548
C -2.4403 -1.9037 2.1977
C -1.0417 0.9495 0.5863
C 6.4449 -0.4440 4.4315
C -6.4324 2.6318 -1.1205
C -0.6796 1.0887 3.0023
C -3.7747 5.0116 -2.7011
C 0.8350 0.8493 3.0570
C -4.1761 3.5777 -3.0718
C -4.5125 -6.6903 -0.9590
C 3.8402 2.4223 -3.0424
C 5.5581 -2.1936 3.0825
C -6.8457 -7.2528 0.5631
C -5.1933 -2.1832 -0.2758
C 9.2850 -4.0684 1.8017
C 2.0913 3.9869 -0.3615
C 7.6606 -0.9634 1.1583
C 8.9607 -1.7759 1.2188
C 3.1652 2.3029 -1.6697
C -1.8621 -7.2755 -0.4204
C -5.8299 -6.1397 -0.0900
C -3.2133 -6.4796 0.0560
C -7.7172 3.1747 -3.0582
C -4.9224 2.7703 -0.8857
H 10.3622 -4.2050 1.9192
H 6.8455 3.8262 -3.7219
H 2.8357 4.9684 -2.6739
H -2.7500 5.0215 -2.3126
H -2.9042 -0.1519 0.5851
H 5.1268 -3.1227 1.2097
H -3.2001 5.6304 -0.3221
H -7.6235 3.8826 -3.8841
H -2.0286 -2.1963 3.1657
H -8.7652 3.1222 -2.7552
H -1.2370 0.1811 3.2318
H 1.0943 0.4869 4.0578
H 5.3594 5.1780 -4.4286
H -1.6703 -0.7912 -0.5126
H -0.9277 1.7927 3.8053
H 1.9253 3.5488 0.6250
H 4.7709 6.4093 -3.2976
H 7.4180 0.0191 4.5994
H 3.6502 1.4990 -1.1074
H -3.2595 -1.1982 2.3798
H 5.1286 -3.0407 3.6284
H 7.7915 -0.2035 0.3801
H -4.6408 -7.7909 -1.3351
H 6.7298 -3.4900 1.7725
H -6.9489 2.7352 -0.1611
H 2.8950 5.3236 -4.3744
H 5.9382 -0.5573 5.3942
H 7.5612 5.0844 -2.6659
H -6.6526 1.6341 -1.5162
H -1.4135 1.6154 -0.2002
H -4.6301 1.9750 -0.1912
H -4.6851 3.6990 -0.3757
H -6.5470 -0.4385 0.7138
H 0.0091 0.7958 0.3599
H 9.1633 -2.2185 0.2372
H 2.1111 2.0343 -1.8008
H -4.8002 6.1986 0.1616
H 7.0997 3.5019 -2.0051
H -3.7978 5.6252 -3.6084
H 8.7663 -4.7953 2.4299
H -3.7984 7.2212 -0.8894
H 2.1818 5.0699 -0.2562
H 9.7872 -1.1006 1.4609
H 3.7180 1.4573 -3.5465
H -6.6648 -8.4211 0.4132
H -8.8800 -7.4392 1.9423
H 2.2923 -0.3598 0.3980
H 2.2964 1.2829 1.0448
H -9.2385 -4.6355 2.2130
H -3.4864 3.2376 -3.8530
H 1.3662 1.7934 2.8914
H 8.9916 -4.2526 0.7615
H -5.1659 3.5438 -3.5258
H -2.8162 -2.7947 1.6899
H -4.4548 -5.9593 -1.9008
H -1.2495 -7.5233 0.5738
H -4.4076 -1.4016 -0.6990
H 7.4979 -0.4086 2.0774
H 4.9126 2.5619 -2.9448
H -2.0743 -8.3150 -0.9397
H 4.7784 -1.4311 2.9744
H -7.3768 2.1953 -3.4142
H 3.2745 0.0046 1.8319
H 1.2351 3.7828 -1.0151
H -2.9901 -5.3171 0.1498
H -1.2196 -6.5398 -1.0695
H 5.8673 0.2133 3.7782

Computed properties:
SMILES string	C[C@H](F)Cc1cccc2nccnc12.COCCOCCOC.COCCOCCOC.COCCOCCOC.COCCOCCOC
total charge	0
Kohn-Sham gap	7.00	eV
E_HOMO	-0.3031	hartree
LUMO level	-1.2	eV
E_tot	-67628.8510	eV

***

(7)
A cluster of 2 separate species, C29H26F3N2O2 in total in a non-equilibrium geometry, computed with the ωB97M-V functional and the def2-TZVPD basis.

Atoms and positions in Å:
F 3.3388 4.4427 2.8390
F 5.2325 0.0965 2.8934
F -2.8520 3.7651 3.0848
O 0.3142 1.1793 -4.3309
O 1.8770 -2.0238 -0.0255
N 1.6216 0.7202 -2.4682
N 0.0181 0.1643 -0.9914
C -0.6151 0.1077 -2.2866
C 1.9796 2.5885 2.2268
C 4.1225 0.9077 2.7790
C 1.9104 -1.3346 -1.2000
C 4.3003 2.2778 2.9734
C -3.1080 0.2502 2.1906
C 2.8446 1.3150 -2.9451
C 2.9145 0.3464 2.4096
C -1.1480 2.2413 2.4570
C 2.5213 -4.1189 0.9166
C -0.7612 0.9466 2.0051
C -1.7862 -0.0494 1.9148
C 2.3112 -2.1826 -2.2124
C -3.1491 -0.0565 -1.8682
C 2.3578 -3.2946 -0.2604
C 2.5953 -3.4407 -1.5993
C -5.2275 -0.1967 -0.6099
C -4.1751 0.5566 -1.1341
C 1.4686 0.0639 -1.1827
C -3.4855 1.5282 2.6226
C -4.3097 -2.1836 -1.6141
C -3.2506 -1.4305 -2.1465
C 0.5696 0.5428 1.7311
C 3.1940 3.0780 2.6940
C -1.9951 0.7760 -2.3879
C 1.7884 1.1813 2.1078
C -2.4844 2.4880 2.7282
C 0.4535 0.7512 -3.1903
C -5.2929 -1.5768 -0.8287
H -2.5037 -1.9172 -2.7811
H -0.3551 -0.5229 -0.3489
H -1.9970 1.7452 -1.8633
H -2.1500 0.9819 -3.4628
H -4.1231 1.6331 -0.9570
H 1.1990 3.2947 1.9635
H -0.4224 3.0262 2.6337
H 3.1094 2.1937 -2.3405
H 2.7052 1.6214 -3.9886
H -6.0029 0.2958 -0.0239
H 3.2283 -3.6555 1.6172
H -3.8756 -0.5100 2.0362
H 2.8071 -0.7367 2.3752
H 2.9208 -5.0981 0.6475
H -6.1090 -2.1630 -0.4032
H 2.0380 0.6031 -0.4150
H 0.6832 -0.5070 1.4641
H 5.2509 2.7006 3.2876
H 2.9808 -4.3183 -2.1141
H -4.3705 -3.2543 -1.8144
H 1.5712 -4.2671 1.4453
H -0.7037 -0.9488 -2.6174
H -4.5227 1.7743 2.8406
H 2.3705 -1.9306 -3.2685
H -1.5057 -1.0802 1.6786
H 3.6835 0.6129 -2.8826

Computed properties:
total charge	+1
Kohn-Sham gap	4.68	eV
E_HOMO	-0.4078	hartree
LUMO level	-6.4	eV
E_tot	-45714.5166	eV